No. 1
The following is a quantum chemistry calculation of 2 unconnected molecules or ions with the total composition C9H14O, from the OMol25 dataset.

Properties
LUMO   0.75 eV
HOMO level   -8.26 eV
SMILES   Cc1ccc(O)cc1.CC
Gap between HOMO and LUMO   0.3314 Ha
Multiplicity   1

Geometry as XYZ:
```
24
Properties=species:S:1:pos:R:3:nbo_charge:R:1
C 3.2154 2.0051 0.5047 -0.6123
C 3.0329 0.6883 1.1503 -0.6431
H 2.4657 2.2844 -0.3961 0.2031
H 3.1073 2.6904 1.2011 0.2005
H 4.2720 1.9688 0.2575 0.2134
H 3.0442 0.6077 2.2702 0.2067
H 3.7179 -0.2251 1.0331 0.2103
H 2.0052 0.2922 0.7776 0.2202
C -0.7946 2.2797 -1.3189 -0.6438
C -1.5215 -1.5459 -1.0176 -0.3008
C -1.4815 -0.2014 -1.5147 -0.1764
C -1.0313 -1.7607 0.2645 0.3038
C -0.9325 0.8811 -0.7696 -0.0969
C -0.4610 -0.7430 1.0610 -0.2725
C -0.4323 0.6306 0.5486 -0.1755
O -1.0374 -2.9397 0.8285 -0.6804
H -2.1238 -2.3585 -1.5348 0.2187
H -1.9935 -0.0170 -2.5110 0.2156
H -1.1577 -3.7854 0.2778 0.4953
H -0.0312 -0.8620 2.0430 0.2275
H -1.0141 3.2120 -0.6614 0.2319
H -1.7720 2.4921 -1.9815 0.2106
H 0.1481 1.3877 1.1206 0.2209
H 0.0696 2.4273 -1.9730 0.2231
```

---

No. 2
The following is a quantum chemistry calculation of a molecular structure, C14H11BF3Li2NO13, from the OMol25 dataset.

Properties
LUMO   2.10 eV
HOMO level   -0.75 eV
Charge   -2
Gap between HOMO and LUMO   0.1047 Ha
Multiplicity   1

Geometry as XYZ:
```
45
Properties=species:S:1:pos:R:3:nbo_charge:R:1
Li -13.6133 18.6007 7.0809 0.9602
Li -15.8608 18.9308 11.1739 0.4528
C -13.8320 14.9640 9.2841 0.8808
O -14.0604 15.2796 8.1269 -0.8209
O -13.3690 13.9062 9.4938 -0.7211
O -14.1644 15.7687 10.1206 -0.7585
O -13.2139 18.2323 2.0855 -0.5778
C -12.8152 17.9459 0.9635 0.6690
O -12.3164 18.8355 0.1873 -0.6368
B -11.8186 18.1405 -1.0094 1.1550
O -12.0788 16.6755 -0.8060 -0.6119
C -12.5485 16.5327 0.3392 0.6749
O -12.9593 15.4687 0.9033 -0.5892
O -12.5188 18.6229 -2.2520 -0.6640
C -11.5236 19.1538 -3.0400 0.6699
O -11.6995 19.7144 -4.1015 -0.5502
C -10.1950 19.1038 -2.2647 0.6757
O -10.3489 18.4542 -1.2401 -0.6078
O -9.1174 19.5917 -2.6450 -0.6062
C -15.7962 23.4769 7.6933 0.3071
O -15.0548 24.2315 6.7246 -0.5742
O -15.2337 22.1916 7.9131 -0.9623
C -15.8782 24.4516 8.9509 0.9174
F -16.8570 25.3628 8.9564 -0.3443
F -15.9817 23.7662 10.1192 -0.3569
F -14.7209 25.0413 9.0717 -0.3271
C -15.3635 24.1061 5.3043 -0.0584
C -14.0715 23.9952 4.5188 -0.6422
H -13.4951 24.9202 4.5111 0.1928
H -13.4275 23.3547 5.1214 0.2289
H -14.0525 23.5161 3.5399 0.2102
H -15.9730 24.9301 4.9335 0.1480
H -15.9692 23.2568 4.9883 0.1722
H -16.8195 23.3358 7.3454 0.0933
N -9.5931 20.5315 6.4633 -0.4194
C -9.2377 21.6417 7.1867 0.0323
C -8.1496 22.5012 6.9085 -0.2589
C -7.3256 22.1105 5.8241 -0.1698
C -7.6640 20.9570 5.0952 -0.2664
C -8.7470 20.1744 5.4102 0.0282
H -9.8196 21.9887 8.0277 0.1974
H -7.9428 23.3791 7.5026 0.2187
H -6.3605 22.5428 5.6050 0.2105
H -7.0476 20.5826 4.2912 0.2167
H -9.1065 19.3646 4.7927 0.2123
```

---

No. 3
The following is a quantum chemistry calculation of a single C10H18N2O5 molecule, from the OMol25 dataset.

Properties
LUMO   0.33 eV
HOMO level   -9.53 eV
SMILES   CC(C)[C@H](N)C(=O)N[C@@H](CCC(=O)O)C(=O)O
Gap between HOMO and LUMO   0.3625 Ha
Multiplicity   1

Geometry as XYZ:
```
35
Properties=species:S:1:pos:R:3:nbo_charge:R:1
C 1.8740 0.9524 -0.4489 -0.1492
C 0.4696 0.8962 0.1754 0.6867
C 2.9737 0.5227 0.4815 -0.2301
C 3.1689 1.3898 1.7262 -0.6163
C 2.8741 -0.9239 0.9166 -0.6175
C -1.3496 -0.6273 0.7550 -0.1706
C -1.5341 -2.0985 0.9560 0.7925
C -2.5435 -0.0338 0.0943 -0.4022
C -2.7394 -0.5283 -1.3237 -0.5290
C -3.8881 0.1509 -2.0787 0.8084
H 1.5065 2.3592 -1.8247 0.3526
H 1.4316 2.8803 -0.2738 0.3806
H 1.9597 0.3796 -1.3390 0.1993
H 3.9141 0.6792 -0.1143 0.2177
H 3.0580 2.4581 1.3828 0.2259
H 4.2042 1.3108 2.1154 0.2152
H 2.4568 1.1570 2.5465 0.2055
H 2.6911 -1.6444 0.1018 0.2013
H 3.8249 -1.2677 1.3961 0.2224
H 2.1212 -1.0954 1.6989 0.2053
H 0.3851 -1.1191 -0.2058 0.4201
H -1.2723 -0.1812 1.7766 0.2487
H -3.3773 -0.3405 0.7237 0.2391
H -2.4957 1.0805 0.0775 0.2460
H -2.9256 -1.6089 -1.3297 0.2356
H -1.7842 -0.3626 -1.8727 0.2370
H -4.6357 0.2793 -3.8142 0.4883
H -0.6878 -3.7607 0.8491 0.5085
N 1.9971 2.3388 -0.9281 -0.8224
N -0.1327 -0.3468 0.0799 -0.6292
O 0.0204 1.8826 0.7314 -0.6261
O -2.5002 -2.5945 1.4303 -0.5681
O -4.7136 0.8408 -1.5758 -0.5669
O -3.8950 -0.1822 -3.4484 -0.7022
O -0.4561 -2.8422 0.5625 -0.7067
```

---

No. 4
The following is a quantum chemistry calculation of a single C9H8ClFINS molecule, from the OMol25 dataset.

Properties
LUMO   -0.05 eV
HOMO level   -8.13 eV
SMILES   CN1C[C@@](S)(I)c2c(Cl)cc(F)cc21
Gap between HOMO and LUMO   0.2970 Ha
Multiplicity   1

Geometry as XYZ:
```
22
Properties=species:S:1:pos:R:3:nbo_charge:R:1
C 0.9145 1.5549 0.5107 -0.3599
C 1.2551 0.2035 2.5562 -0.3554
C 0.0933 -0.6951 0.6543 -0.1875
C 0.2263 0.5134 -0.0500 0.2171
C 1.5305 1.2764 1.7405 0.4483
C 0.5494 -0.8700 1.9159 0.0160
C -0.8422 -0.9919 -1.4917 -0.2915
C -0.8974 -1.6807 -0.1314 -0.2120
C -0.1596 1.3388 -2.3627 -0.3890
N -0.4234 0.3580 -1.2755 -0.3971
F 2.2632 2.3101 2.1295 -0.3179
S -2.6008 -1.6191 0.6094 -0.0120
Cl 0.2158 -2.2391 2.8783 0.0524
I -0.2087 -3.7778 -0.2553 0.1581
H 1.0000 2.4755 0.0159 0.2270
H 1.6867 0.3118 3.5531 0.2504
H -0.3012 -1.6716 -2.1181 0.1979
H -1.7449 -0.8763 -1.9826 0.2120
H -0.8463 1.1532 -3.1400 0.2167
H 0.0103 2.2415 -1.8543 0.2152
H 0.8615 0.9625 -2.8851 0.1709
H -2.5820 -0.2780 0.9830 0.1402
```

---

No. 5
The following is a quantum chemistry calculation of a molecular structure, C8H10O5V, from the OMol25 dataset.

Properties
LUMO (spin up / spin down)   -12.19 / -11.73 eV
Expectation value of S²   3.7985
HOMO level (spin up / spin down)   -16.33 / -16.56 eV
Charge   +2
Gap between HOMO and LUMO (spin up / spin down)   0.1522 / 0.1774 Ha
Multiplicity   4

Geometry as XYZ:
```
24
Properties=species:S:1:pos:R:3:nbo_charge:R:1
V 0.1564 -0.7881 -0.1373 0.7139
C -1.0538 -1.1398 1.2839 0.4943
O -1.7533 -1.4586 2.1747 -0.2122
C 0.8629 -2.4566 -0.6266 0.4927
O 1.3126 -3.4921 -0.9382 -0.2008
C 1.5864 0.3573 0.3169 0.4325
O 2.4000 1.1751 0.5427 -0.2247
C -0.7394 -0.0101 -1.6021 0.4899
O -1.2069 0.5181 -2.5441 -0.2103
C 2.4531 1.9787 -3.3330 -0.3638
H 1.5656 2.3947 -3.8200 0.2138
H 2.9794 2.6272 -2.6256 0.2089
C 2.8712 0.7306 -3.5826 -0.3910
H 3.7549 0.3155 -3.0886 0.2098
H 2.3417 0.0801 -4.2850 0.2113
C -2.5531 2.4216 1.9501 -0.6288
C -1.0725 2.7185 1.8677 -0.0819
O -0.6836 2.3528 0.5438 -0.6985
H -3.0960 3.0360 1.2242 0.2430
H -2.9621 2.6450 2.9362 0.2573
H -2.7506 1.3750 1.6934 0.1802
H -0.9201 3.7974 2.0171 0.2211
H -0.4898 2.1499 2.6027 0.1655
H 0.2636 2.5469 0.4328 0.4775
```

---

No. 6
The following is a quantum chemistry calculation of 10 unconnected molecules or ions with the total composition C40H68O20S4, from the OMol25 dataset.

Properties
LUMO   0.00 eV
HOMO level   -9.74 eV
SMILES   O=S1(=O)CCCC1.O=S1(=O)CCCC1.O=S1(=O)CCCC1.O=S1(=O)CCCC1.O=C1CCCO1.O=C1CCCO1.O=C1CCCO1.O=C1CCCO1.O=C1CCCO1.O=C1CCCO1
Gap between HOMO and LUMO   0.3579 Ha
Multiplicity   1

Geometry as XYZ:
```
132
Properties=species:S:1:pos:R:3:mulliken_charge:R:1
C -2.1547 -1.0815 5.7869 -1.0331
C -1.7701 -0.4482 4.4800 0.1410
C -0.3059 0.1029 4.6580 0.1715
S 0.4728 -1.0737 5.9800 1.1564
O 0.8167 -0.1661 7.1067 -0.6766
O 1.4440 -1.8823 5.3086 -0.6235
C -1.0916 -2.0735 6.2297 -0.8162
H -3.1800 -1.4492 5.8271 0.4579
H -2.2426 -0.3426 6.5834 0.3683
H -2.4848 0.3118 4.1641 -0.1652
H -1.9015 -1.1298 3.6396 0.1433
H -0.1795 1.0334 5.2114 0.5051
H 0.2212 0.1984 3.7087 -0.3961
H -1.1043 -2.3164 7.2922 0.4605
H -0.8555 -2.9099 5.5719 0.3624
C 1.9987 4.0682 -1.6726 0.1571
C 2.4145 3.4832 -3.0595 -0.3864
C 3.7300 2.6790 -2.8723 -0.1960
S 4.7201 3.5888 -1.5880 0.9677
O 5.6679 4.4325 -2.2697 -0.7148
O 5.0841 2.5788 -0.5857 -0.4691
C 3.2909 4.6442 -1.0657 -0.8895
H 1.5709 3.3093 -1.0175 -0.6268
H 1.1856 4.7866 -1.7766 0.6864
H 2.4421 4.3252 -3.7512 0.3824
H 1.6530 2.7422 -3.3030 -0.1546
H 4.5160 2.6022 -3.6236 0.6459
H 3.4482 1.6621 -2.5992 -0.2158
H 3.3137 5.6348 -1.5198 0.4118
H 3.3637 4.8385 0.0044 0.4931
C 5.4785 -1.8838 -1.0958 -0.8804
C 5.8955 -0.5296 -0.5038 -0.3155
C 4.9702 -0.2746 0.6696 -0.8621
S 3.2539 -0.7753 -0.0356 0.8924
O 2.6472 0.3377 -0.7512 0.0480
O 2.5490 -1.4175 1.0766 -0.7454
C 3.9502 -2.0541 -1.2049 -0.3012
H 5.7626 -2.7035 -0.4359 0.3229
H 6.0429 -2.0512 -2.0132 0.4008
H 5.7241 0.2178 -1.2784 0.0538
H 6.9370 -0.5551 -0.1831 0.4771
H 4.8842 0.6906 1.1686 0.0555
H 5.3015 -0.9922 1.4202 0.5097
H 3.6205 -1.7183 -2.1881 0.0959
H 3.4525 -3.0195 -1.1137 0.1965
C 0.2079 -3.8012 -0.2680 1.1578
C 1.1756 -4.5226 0.6078 -0.6504
C 0.6420 -5.8863 0.9538 -0.8316
S -0.5529 -6.3153 -0.4106 1.1438
O -1.9361 -6.1886 0.0382 -0.6145
O -0.0751 -7.4373 -1.1841 -0.6755
C -0.1245 -4.7765 -1.3263 -0.5372
H 0.7299 -2.9111 -0.6193 -0.8850
H -0.7153 -3.5553 0.2568 0.1083
H 1.3991 -3.8548 1.4397 0.4333
H 2.1169 -4.5551 0.0592 0.1520
H 0.1566 -6.0005 1.9230 0.3529
H 1.3120 -6.7435 0.8873 0.4457
H -0.9754 -4.5354 -1.9634 0.0795
H 0.7522 -5.0204 -1.9263 0.3602
O 5.3553 1.9394 4.2525 -0.6337
C 4.3692 2.1078 3.5956 0.2486
O 4.2000 3.1718 2.8087 -0.4101
C 2.9915 3.0313 2.0831 -0.2846
C 2.1877 1.9074 2.5746 2.2796
C 3.1460 1.2146 3.6058 -0.1362
H 3.1175 2.8555 1.0148 -0.2341
H 2.3366 3.8889 2.2370 0.4717
H 1.7786 1.2621 1.7972 -1.6031
H 1.3240 2.3051 3.1073 0.0840
H 3.4230 0.2633 3.1514 0.1052
H 2.8133 1.1131 4.6388 0.2819
O 2.0879 -1.1479 -4.1043 -0.5504
C 1.5578 -0.7884 -5.1938 0.3583
O 1.6319 -1.5866 -6.2393 -0.3768
C 0.9377 -1.0999 -7.4230 -0.4025
C 0.9286 0.4297 -7.1514 -0.7929
C 0.8945 0.5899 -5.6174 0.2815
H -0.1126 -1.3869 -7.4732 0.2444
H 1.4556 -1.3392 -8.3518 0.3683
H 0.1531 0.9996 -7.6633 0.3855
H 1.8197 0.9521 -7.4993 0.3455
H -0.1238 0.4804 -5.2443 0.1444
H 1.3444 1.4595 -5.1383 -0.0913
O -1.3181 1.5434 -2.8653 -0.8053
C -1.0859 1.2111 -1.7146 0.3338
O -1.2582 2.0129 -0.6988 -0.5051
C -0.9546 1.4083 0.5762 2.0063
C -0.6621 -0.0746 0.3626 0.6323
C -0.6930 -0.1894 -1.1666 0.6642
H -1.7953 1.6357 1.2316 -1.7418
H -0.0720 1.9608 0.8984 -0.2730
H -1.3365 -0.8362 0.7540 0.4885
H 0.3505 -0.2304 0.7347 -0.5840
H -1.4011 -0.9624 -1.4651 -0.4778
H 0.2497 -0.4862 -1.6264 0.0478
O -3.9027 -0.9794 0.8724 -0.6885
C -4.3275 -0.0401 0.1645 0.3253
O -4.1703 -0.0126 -1.1631 -0.2667
C -4.6789 1.2111 -1.7926 -0.2257
C -5.3050 1.9879 -0.6175 -0.7883
C -4.8758 1.2810 0.6664 0.9683
H -5.4037 1.1321 -2.6029 0.4135
H -3.9089 1.7547 -2.3399 0.0994
H -6.3900 1.9666 -0.7192 0.3537
H -4.8883 2.9949 -0.6336 0.3526
H -5.7780 0.9710 1.1937 0.5820
H -4.1369 1.7324 1.3285 -1.1333
O -5.2509 -2.9712 -4.9495 -0.6217
C -4.8714 -3.0838 -3.8221 0.3896
O -5.7141 -3.0494 -2.7982 -0.3914
C -5.1185 -3.5007 -1.5933 -0.5673
C -3.6569 -3.8684 -1.9312 0.2908
C -3.4739 -3.2707 -3.3409 -0.0497
H -5.6094 -4.4533 -1.3945 0.3451
H -5.2113 -2.8693 -0.7096 0.1965
H -3.5479 -4.9461 -1.8100 0.3113
H -2.9579 -3.5737 -1.1485 -0.2578
H -2.9310 -3.9081 -4.0388 0.4446
H -3.0221 -2.2789 -3.3205 -0.0329
O -0.9935 2.8085 3.1631 -0.4737
C -2.0914 3.3105 3.3484 0.4736
O -3.1839 2.5886 3.4186 -0.3309
C -4.4081 3.3824 3.5765 -0.2821
C -3.8894 4.7370 3.1019 -0.5437
C -2.4171 4.7560 3.4944 -0.8075
H -4.7374 3.2853 4.6110 0.3672
H -5.2024 2.9952 2.9382 0.1863
H -4.3710 5.6074 3.5474 0.4541
H -3.8971 4.9200 2.0274 0.2116
H -2.2517 4.9524 4.5537 0.3277
H -1.7325 5.4985 3.0842 0.3646
```

---

Calculated values (Ha) of E_tot for the records, taken in order: -426.4803 -1912.5655 -877.6120 -1658.3930 -1630.1619 -4662.4136.
Calculated values (hartree/bohr) of strongest force on any atom for the records, taken in order: 0.104 0.160 0.051 0.111 0.230 0.082.